Formula: C3H2N3O
Source: OMol25
Level of theory: ωB97M-V/def2-TZVPD

Energy above the lowest of the compared OMol25 structures with the same formula, charge and spin = 5.302 eV
E_tot = -9646.2218 eV
HOMO (spin up / spin down) = -15.4 / -15.6 eV
Total charge = +1
HOMO-LUMO gap (spin up / spin down) = 6.2 / 7.5 eV

Cartesian coordinates (Å):
C 0.36342 0.18410 -0.98793
C 0.22758 0.45934 1.39220
C 1.44883 0.80086 -1.38227
N 3.01745 2.39961 -2.28126
N -0.31295 0.18404 0.14638
N 2.20922 1.66756 -1.88094
O 1.25401 0.02440 1.82625
H -0.07357 -0.66895 -1.70232
H -0.49090 1.04773 2.21071

***

Formula: C3H2N4O
Source: OMol25
Level of theory: ωB97M-V/def2-TZVPD

Energy above the lowest of the compared OMol25 structures with the same formula, charge and spin = 4.236 eV
E_tot = -11145.0362 eV
HOMO = -10.1 eV
HOMO-LUMO gap = 8.8 eV

Cartesian coordinates (Å):
O -0.96440 1.94495 0.66106
C -0.40840 0.88884 0.46410
C 0.02070 -0.13561 1.58112
N 0.76242 -1.16010 1.25252
N 1.19378 -0.87087 -0.22308
N 0.16429 -1.25586 -0.84649
N -0.21558 -0.40490 -1.83218
C -0.40106 0.69548 -1.14534
H -0.25151 0.04370 2.58341
H -0.63515 1.54658 -1.72649

***

Formula: C3H2N4O
Source: OMol25
Level of theory: ωB97M-V/def2-TZVPD

Energy above the lowest of the compared OMol25 structures with the same formula, charge and spin = 2.201 eV
E_tot = -11147.0715 eV
HOMO = -11.9 eV
HOMO-LUMO gap = 11.2 eV

Cartesian coordinates (Å):
N 2.68216 -1.01444 -0.54823
C 1.84375 -0.26871 -0.29334
C 0.76884 0.61923 0.34029
C -0.55816 0.03700 0.32509
N -1.36977 0.77337 -0.37329
N -2.37362 -0.06841 -0.56383
N -2.12828 -1.32316 -0.20511
O -0.78517 -1.26123 0.49393
H 1.31796 0.97808 1.25401
H 0.60230 1.52826 -0.42952

***

Formula: C3H2N4O
Source: OMol25
Level of theory: ωB97M-V/def2-TZVPD

Energy above the lowest of the compared OMol25 structures with the same formula, charge and spin = 1.816 eV
E_tot = -11147.4558 eV
HOMO = -10.3 eV
HOMO-LUMO gap = 8.7 eV

Cartesian coordinates (Å):
O 1.99854 -0.29485 1.30542
C 1.14243 -0.67196 0.52861
N -0.13250 -1.14265 0.96248
C -0.96143 -0.25728 0.58500
C -0.75757 0.89546 -0.28015
N 0.02474 0.96395 -1.28665
N 0.85860 -0.01361 -1.64776
N 1.36391 -0.80347 -0.86284
H -2.01226 -0.36052 0.90811
H -1.52446 1.68492 -0.21222